No. 1
The following is a DFT calculation (ωB97M-V/def2-TZVPD) of a molecular structure, C21H26Cl3N2O4SSiTb.

Its multiplicity is 7. The LUMO energy (spin up / spin down) comes out at -0.56 / -2.50 eV. The expectation value of S² is 12.67. The calculation puts the HOMO-LUMO gap (spin up / spin down) at 4.075 / 5.146 eV.

```
59
C21H26Cl3N2O4SSiTb | the OMol25 dataset | ωB97M-V/def2-TZVPD
Tb -4.340 -17.546 2.685
C -7.007 -12.240 2.564
C -5.685 -11.490 2.702
C -5.337 -11.074 4.186
C -4.526 -12.147 2.009
C -4.697 -13.223 1.138
C -3.634 -13.889 0.637
C -2.328 -13.501 0.943
C -1.146 -14.151 0.208
C -2.123 -12.408 1.799
C -3.228 -11.704 2.233
H -7.760 -11.802 3.225
H -6.904 -13.332 2.768
H -7.426 -12.168 1.530
H -5.871 -10.550 2.156
H -5.234 -11.916 4.860
H -6.079 -10.372 4.517
H -4.422 -10.462 4.192
H -5.729 -13.534 0.800
H -3.866 -14.699 -0.052
H -1.513 -14.950 -0.447
H -0.442 -14.526 0.976
H -0.669 -13.434 -0.433
H -1.116 -12.041 1.972
H -3.048 -10.788 2.750
C 0.495 -15.348 9.216
C -0.604 -15.974 8.355
C -1.676 -16.707 8.854
C -2.717 -17.175 7.993
C -2.644 -16.912 6.662
C -1.529 -16.230 6.096
C -0.577 -15.714 6.979
S -3.950 -17.373 5.530
O -5.107 -17.830 6.246
O -4.104 -16.245 4.576
N -3.324 -18.466 4.485
C -3.497 -19.919 4.629
C -4.509 -20.460 3.564
O -4.775 -21.640 3.513
O -4.933 -19.549 2.690
H 1.049 -16.100 9.730
H 0.029 -14.690 9.936
H 1.139 -14.815 8.531
H -1.771 -17.012 9.892
H -3.574 -17.705 8.368
H -1.495 -16.169 5.016
H 0.191 -15.045 6.593
H -3.843 -20.230 5.620
H -2.539 -20.438 4.410
Cl -6.702 -16.841 -0.065
Si -7.895 -15.973 1.589
Cl -6.693 -16.734 3.242
Cl -9.166 -17.539 1.889
C -2.485 -19.109 -1.557
C -2.748 -18.508 -0.239
N -3.138 -18.071 0.780
H -2.183 -20.183 -1.433
H -1.647 -18.594 -2.030
H -3.367 -18.977 -2.190
```

These are the Mulliken partial charges, in e, on atoms 1 to 5: 1.13 -1.23 1.09 -1.34 0.04

No. 2
The following is a DFT calculation (ωB97M-V/def2-TZVPD) of a molecular structure, C21H26LiN7S.

The LUMO energy comes out at -0.05 eV. The calculation puts the HOMO-LUMO gap at 6.716 eV.

```
56
C21H26LiN7S | the OMol25 dataset | ωB97M-V/def2-TZVPD
Li 0.135 0.094 0.116
N 1.076 0.881 -3.708
C 1.595 -0.375 -3.923
C 1.537 -1.004 -2.717
N 0.993 -0.170 -1.776
C 0.722 0.953 -2.398
C 0.120 2.097 -1.729
N -0.044 2.153 -0.428
C -0.636 3.362 -0.171
C -0.823 4.047 -1.333
N -0.333 3.230 -2.326
H 0.993 1.601 -4.403
H 1.957 -0.688 -4.887
H 1.846 -2.006 -2.468
H -0.888 3.664 0.832
H -1.251 5.012 -1.541
H -0.392 3.419 -3.311
C 0.396 -4.680 1.508
C 1.471 -3.741 1.080
C 2.601 -4.103 0.401
C 3.519 -3.088 0.076
N 3.361 -1.830 0.440
C 2.268 -1.472 1.152
S 2.018 0.052 1.798
N 1.321 -2.446 1.398
C 4.750 -3.396 -0.721
H 0.622 -5.693 1.184
H -0.563 -4.368 1.090
H 0.303 -4.670 2.596
H 2.776 -5.133 0.129
H 0.452 -2.114 1.811
H 4.830 -4.456 -0.957
H 5.630 -3.081 -0.159
H 4.738 -2.818 -1.646
C -3.497 1.480 0.973
N -3.204 1.115 2.347
C -4.418 0.796 3.069
C -2.123 0.125 2.455
C -2.253 -1.102 1.566
C -3.244 -2.045 1.866
C -3.477 -3.123 1.023
C -2.700 -3.266 -0.118
C -1.678 -2.351 -0.370
C -1.404 -1.233 0.442
H -4.063 2.416 0.956
H -4.086 0.714 0.445
H -2.566 1.617 0.423
H -5.017 1.704 3.190
H -4.172 0.420 4.063
H -5.047 0.050 2.558
H -2.048 -0.156 3.510
H -1.195 0.636 2.191
H -3.842 -1.945 2.767
H -4.258 -3.839 1.253
H -2.881 -4.093 -0.800
H -1.071 -2.515 -1.264
```

These are the Mulliken partial charges, in e, on atoms 1 to 5: 0.63 -0.11 -0.85 -0.39 0.15

No. 3
The following is a DFT calculation (ωB97M-V/def2-TZVPD) of a molecular structure, C21H26N10O8S2Ti.

The LUMO energy (spin up / spin down) comes out at 0.21 / 0.20 eV. The calculation puts the HOMO-LUMO gap (spin up / spin down) at 7.642 / 7.640 eV.

```
68
C21H26N10O8S2Ti | the OMol25 dataset | ωB97M-V/def2-TZVPD
Ti -0.624 -0.906 -0.628
N 0.657 4.121 4.893
C 0.403 3.568 3.657
C 0.269 2.180 3.516
C -0.024 1.626 2.289
C -0.186 2.460 1.187
C -0.067 3.838 1.308
C 0.231 4.389 2.538
S -0.543 1.797 -0.376
O 0.524 0.767 -0.631
O -0.635 2.851 -1.331
N -1.774 0.777 -0.299
C -3.046 1.223 0.040
N -4.029 0.336 -0.117
C -5.244 0.751 0.223
C -5.496 2.025 0.702
C -4.399 2.863 0.800
N -3.174 2.475 0.474
H 1.023 3.515 5.607
H 1.019 5.058 4.916
H 0.395 1.539 4.380
H -0.126 0.550 2.198
H -0.205 4.464 0.439
H 0.330 5.463 2.640
H -6.047 0.033 0.099
H -6.490 2.348 0.972
H -4.502 3.884 1.153
N -3.887 -1.852 -2.329
N -3.476 -3.162 -2.025
C -2.632 -3.416 -0.997
N -2.451 -4.691 -0.589
N -2.070 -2.399 -0.403
N -0.896 -2.567 0.374
O -0.259 -3.663 0.556
O -0.809 -1.467 1.226
H -3.148 -1.410 -2.868
H -3.976 -1.322 -1.461
H -4.135 -3.883 -2.265
H -2.679 -5.417 -1.247
H -1.593 -4.793 -0.035
C 2.847 -2.635 2.822
C 3.112 -1.796 1.604
C 2.798 -0.443 1.589
C 3.023 0.337 0.465
C 3.574 -0.247 -0.664
C 3.901 -1.599 -0.672
C 3.663 -2.362 0.454
S 3.965 0.772 -2.046
O 3.277 2.012 -1.838
O 5.382 0.683 -2.251
N 3.329 0.112 -3.385
C 1.982 0.283 -3.873
C 1.162 -1.015 -3.958
C 0.327 -1.241 -2.745
O -0.824 -0.720 -2.681
O 0.748 -1.873 -1.721
H 2.919 -2.040 3.733
H 3.557 -3.459 2.894
H 1.842 -3.060 2.778
H 2.369 0.013 2.475
H 2.775 1.389 0.455
H 4.346 -2.050 -1.550
H 3.910 -3.417 0.448
H 3.954 -0.524 -3.855
H 2.042 0.689 -4.884
H 1.491 1.042 -3.263
H 1.818 -1.873 -4.111
H 0.483 -0.932 -4.806
```

These are the Mulliken partial charges, in e, on atoms 1 to 5: -0.35 -0.54 0.98 -0.91 -0.42

No. 4
The following is a DFT calculation (ωB97M-V/def2-TZVPD) of a molecular structure, C21H26N10O8S2Ti.

Its multiplicity is 3. The LUMO energy (spin up / spin down) comes out at 0.00 / -0.10 eV. The expectation value of S² is 2.02. The calculation puts the HOMO-LUMO gap (spin up / spin down) at 6.579 / 8.134 eV.

```
68
C21H26N10O8S2Ti | the OMol25 dataset | ωB97M-V/def2-TZVPD
Ti 1.233 -0.917 -0.463
N -2.153 -0.205 6.281
C -1.149 -0.278 5.365
C 0.193 -0.210 5.757
C 1.205 -0.289 4.824
C 0.892 -0.433 3.481
C -0.430 -0.478 3.068
C -1.443 -0.397 3.999
S 2.148 -0.545 2.231
O 1.527 0.138 1.036
O 3.336 0.137 2.666
N 2.386 -2.095 2.028
C 2.829 -2.661 0.918
N 2.790 -1.957 -0.285
C 3.598 -2.408 -1.274
C 4.225 -3.634 -1.197
C 3.947 -4.396 -0.064
N 3.306 -3.896 0.984
H -1.944 -0.134 7.260
H -3.108 -0.293 5.989
H 0.428 -0.099 6.805
H 2.243 -0.237 5.113
H -0.648 -0.585 2.012
H -2.476 -0.436 3.691
H 3.720 -1.729 -2.114
H 4.874 -3.990 -1.981
H 4.286 -5.417 0.039
N 1.388 -1.294 -3.816
N 0.643 -2.473 -3.943
C 0.201 -3.058 -2.775
N -0.399 -4.277 -2.877
N 0.386 -2.402 -1.646
N -0.264 -2.744 -0.548
O 0.071 -1.994 0.459
O -1.116 -3.653 -0.450
H 1.103 -0.632 -4.530
H 2.392 -1.449 -3.868
H 0.905 -3.124 -4.683
H -0.819 -4.502 -3.765
H -0.926 -4.523 -2.033
C -3.960 0.793 1.084
C -3.367 1.775 0.122
C -3.108 1.393 -1.192
C -2.523 2.279 -2.079
C -2.195 3.550 -1.650
C -2.439 3.950 -0.350
C -3.027 3.061 0.533
S -1.412 4.685 -2.790
O -1.600 4.189 -4.121
O -1.798 6.029 -2.479
N 0.230 4.609 -2.483
C 0.843 3.310 -2.548
C 0.920 2.586 -1.187
C 0.968 1.082 -1.369
O 2.052 0.485 -1.612
O -0.089 0.408 -1.254
H -4.701 0.164 0.595
H -4.427 1.300 1.927
H -3.164 0.148 1.458
H -3.352 0.392 -1.513
H -2.313 2.000 -3.099
H -2.164 4.949 -0.049
H -3.213 3.362 1.554
H 0.549 5.217 -1.747
H 1.847 3.402 -2.971
H 0.227 2.736 -3.243
H 0.030 2.804 -0.595
H 1.804 2.914 -0.638
```

These are the Mulliken partial charges, in e, on atoms 1 to 5: -0.62 -0.44 1.06 -0.82 -0.62

Values for largest force on an atom, eV/A, ordered as above
5.00; 0.32; 2.34; 4.76
Values for DFT total energy, eV, ordered as above
-112081.814; -43670.678; -98265.503; -98263.266